This record from the Open Molecules 2025 dataset describes a cluster of 2 separate species, CH4O4 in total in a non-equilibrium geometry. The level of theory is wB97M-V/def2-TZVPD.

charge = 0
ΔE to the lowest compared entry with this formula, charge and spin = 3.106 eV
multiplicity = 1
LUMO = 0.2 eV
E_HOMO = -8.1 eV
M = 80.04 g/mol
orbital gap = 0.307 hartree

Each line ends with the natural charge from an NBO analysis.
Positions of all 9 atoms, in Å:
C 0.574 0.034 0.079  1.107
O -1.721 0.155 0.152  -1.186
O 0.716 0.704 1.217  -0.655
O 0.686 -1.280 0.045  -0.615
O 0.592 0.649 -1.054  -0.665
H -1.922 -0.434 -0.544  0.410
H 0.290 0.328 2.007  0.543
H 0.762 -1.588 -0.795  0.503
H 0.023 1.432 -1.108  0.556

Forces on atoms 1 to 2 (eV/Å):
-4.47 -0.32 1.47
2.29 1.20 1.29

This record from the Open Molecules 2025 dataset describes the molecule CH4OS2 in a non-equilibrium geometry. The level of theory is wB97M-V/def2-TZVPD.

charge = 0
ΔE to the lowest compared entry with this formula, charge and spin = 1.217 eV
multiplicity = 1
LUMO = -1.1 eV
E_HOMO = -9.0 eV
M = 96.18 g/mol
orbital gap = 0.291 hartree

Each line ends with the natural charge from an NBO analysis.
Positions of all 8 atoms, in Å:
C 0.666 -0.427 -0.117  -0.761
S 0.354 0.368 1.467  0.017
S -2.147 -0.303 1.822  0.413
O -2.895 0.698 0.791  -0.837
H 1.690 -0.161 -0.372  0.232
H -0.015 -0.036 -0.868  0.224
H 0.574 -1.505 -0.022  0.223
H -3.145 1.533 1.219  0.490

Forces on atoms 1 to 2 (eV/Å):
-0.33 -0.02 0.24
-2.79 -0.65 0.62

The following total energy values (in eV) correspond, in order, to the records above: -9289.18043 -24818.05843.